DFT (the ωB97M-V functional and the def2-TZVPD basis) results for one molecule with the formula C5H8N2.

The net charge is 0. As for the frontier orbital gap: 0.3609 Eh. Its LUMO energy is 0.97 eV. The calculation puts the total energy at -304.74807 hartree. The calculation puts the largest force on an atom at 0.6 eV Å⁻¹. Its SMILES is C[C@@]1(C=C=N)CN1.

Last columns: bonded neighbours and bond lengths (Å).
Cartesian coordinates (Å):
1 C -1.158 1.175 -0.065  C2 1.516, H8 1.095, H9 1.096, H10 1.097
2 C -0.389 -0.123 -0.207  C1 1.516, C3 1.502, C6 1.483, N7 1.462
3 C 0.961 0.005 -0.852  C2 1.502, C4 1.312, H11 1.085
4 C 2.043 0.353 -0.197  C3 1.312, N5 1.230
5 N 3.025 0.782 0.406  C4 1.230, H12 1.020
6 C -0.644 -1.210 0.771  C2 1.483, N7 1.462, H13 1.089, H14 1.087
7 N -1.110 -1.329 -0.610  C2 1.462, C6 1.462, H15 1.017
8 H -0.601 1.885 0.554  C1 1.095
9 H -1.318 1.639 -1.045  C1 1.096
10 H -2.136 1.008 0.403  C1 1.097
11 H 1.041 -0.192 -1.916  C3 1.085
12 H 3.612 0.061 0.823  N5 1.020
13 H -1.377 -1.026 1.555  C6 1.089
14 H 0.160 -1.889 1.045  C6 1.087
15 H -2.108 -1.139 -0.664  N7 1.017